{
  "formula": "C4H10Cl2OSi",
  "method": "the ωB97M-V functional and the def2-TZVPD basis",
  "symbols": ["C", "C", "C", "C", "O", "Si", "Cl", "Cl", "H", "H", "H", "H", "H", "H", "H", "H", "H", "H"],
  "xyz": [[-1.980089, 2.337721, 1.172619], [1.577567, -3.557914, 0.668724], [-1.442760, 0.930800, 1.218163], [-0.217860, 0.650677, 0.637085], [0.615842, -0.132950, 1.196399], [1.510499, -2.835668, -1.087176], [-0.448055, -2.146643, -1.203046], [2.727716, -0.942094, -0.556248], [-1.357146, 3.277074, 1.357936], [-2.311906, 2.587465, 0.121157], [-2.746237, 2.469632, 1.991016], [2.159260, -4.355413, 1.070521], [1.703193, -2.693026, 1.284624], [0.609783, -4.093913, 0.809334], [-2.164476, 0.140889, 0.749117], [-1.415659, 0.595434, 2.309236], [0.042487, 1.181570, -0.259365], [1.414695, -0.298429, 0.538556]],
  "forces_ev_per_a": [[-0.8, 2.6, -0.8], [-1.9, -0.4, 0.0], [-3.0, -1.4, 3.3], [3.0, -1.2, 0.3], [-1.2, 1.3, -1.2], [2.3, -1.9, -1.4], [-1.5, 1.0, 0.5], [-0.3, 0.7, 0.3], [0.3, -1.9, 0.1], [-0.5, -0.4, 1.3], [0.3, -0.4, -1.5], [1.6, -0.3, -0.5], [-0.4, 0.3, 1.1], [-0.1, 1.1, 0.1], [0.9, 1.4, 0.4], [0.1, 0.2, -1.3], [0.5, -0.2, -0.8], [0.6, -0.4, 0.1]],
  "nbo_charge": [-0.6372, -1.1773, -0.5711, 0.5498, -0.5334, 0.7262, -0.5205, -0.5086, 0.2400, 0.2289, 0.2476, 0.2454, 0.2125, 0.2300, 0.3192, 0.2623, 0.1947, 0.4913],
  "largest_force_ha_per_bohr": 0.0909,
  "e_tot_ha": -1443.4779,
  "total_charge": 0
}